one:
21
Properties=species:S:1:pos:R:3 method="wB97M-V/def2-TZVPD" spin_multiplicity=1 homo_lumo_gap_ev=9.107
H 0.269 -1.491 -1.389
N 0.074 -1.815 -0.444
C -0.685 -1.053 0.230
N -1.146 0.223 -0.109
C -2.057 0.832 0.850
C -1.521 0.470 -1.491
H -0.808 -1.288 1.283
H -2.127 1.910 0.694
H -1.708 0.625 1.858
H -3.070 0.431 0.734
H -0.687 0.194 -2.133
H -1.769 1.525 -1.623
H -2.409 -0.103 -1.778
C 2.188 0.770 -0.407
O 1.752 0.210 1.109
N 2.324 -1.059 1.337
H 3.226 0.928 -0.117
H 1.877 1.720 -0.835
H 2.196 -0.112 -1.044
H 2.397 -1.156 2.348
H 1.687 -1.759 0.927

=====

two:
21
Properties=species:S:1:pos:R:3 method="wB97M-V/def2-TZVPD" spin_multiplicity=1 homo_lumo_gap_ev=9.601 smiles=NCNCCNCO
N 3.676 -1.071 -0.360
C 2.617 -0.228 0.180
N 1.341 -0.965 0.240
C 0.222 -0.040 0.605
C -1.034 -0.432 -0.238
N -1.604 0.733 -0.945
C -2.867 1.199 -0.471
O -2.961 1.082 0.970
H 3.762 -2.017 -0.012
H 3.398 -1.196 -1.325
H 2.479 0.563 -0.553
H 2.898 0.271 1.113
H 1.378 -1.610 1.026
H 0.491 0.979 0.342
H -0.042 -0.174 1.651
H -1.753 -0.954 0.379
H -0.682 -1.081 -1.027
H -0.920 1.451 -1.113
H -3.702 0.654 -0.914
H -2.942 2.266 -0.690
H -3.754 0.570 1.141

=====

Most stable one: two, least stable one: one.

=====

one:
21
Properties=species:S:1:pos:R:3 method="wB97M-V/def2-TZVPD" spin_multiplicity=1 homo_lumo_gap_ev=9.686
H 2.336 1.220 1.033
N 2.211 0.226 1.170
C 1.411 -0.092 2.113
N 1.208 -1.379 2.447
H 0.892 0.624 2.756
H 0.389 -1.616 2.988
H 1.520 -2.069 1.775
C -0.275 1.383 -1.649
C -1.604 0.893 -2.136
N -2.449 0.223 -1.487
C -2.171 -0.154 -0.125
H -0.416 2.059 -0.803
H 0.309 0.533 -1.293
H 0.271 1.901 -2.432
H -1.880 1.132 -3.159
H -2.010 0.723 0.512
H -3.029 -0.710 0.252
H -1.275 -0.778 -0.067
O 1.160 -1.489 -0.563
H 1.676 -1.841 -1.289
H 1.723 -0.787 -0.045

=====

two:
21
Properties=species:S:1:pos:R:3 method="wB97M-V/def2-TZVPD" spin_multiplicity=1 homo_lumo_gap_ev=8.999 smiles="CN=C(N)N.CCO"
C -2.496 -0.286 -0.163
N -1.178 -0.562 0.393
C -0.831 0.088 1.470
N 0.177 -0.407 2.210
N -1.122 1.379 1.717
H -3.246 0.035 0.565
H -2.405 0.482 -0.939
H -2.921 -1.203 -0.577
H 0.652 0.224 2.856
H 0.191 -1.420 2.153
H -0.310 1.933 1.957
H -1.703 1.832 1.024
C 1.713 -0.927 -1.969
C 1.393 0.032 -0.833
O 1.931 1.347 -1.124
H 1.232 -0.598 -2.900
H 1.194 -1.870 -1.759
H 2.794 -1.025 -2.146
H 1.967 -0.265 0.055
H 0.094 -0.041 -0.654
H 2.875 1.252 -1.336

=====

three:
21
Properties=species:S:1:pos:R:3 method="wB97M-V/def2-TZVPD" spin_multiplicity=1 homo_lumo_gap_ev="7.516 / 7.517"
C -2.697 -0.051 0.122
C -0.919 -0.241 1.391
O -2.682 -0.675 -0.972
H -1.247 -1.478 -1.342
H -2.667 1.051 0.123
H -3.224 -0.489 0.981
H 0.125 0.045 1.538
H -1.467 0.272 2.184
H -0.974 -1.321 1.544
C 1.647 1.629 -0.189
N 1.392 0.274 -0.649
N 2.258 -0.750 -0.217
C 0.132 -0.110 -0.951
N -0.173 -1.340 -1.327
H 3.172 -0.613 -0.635
H 2.346 -0.730 0.797
H 0.426 -2.074 -0.976
H -0.582 0.660 -1.187
H 1.558 1.702 0.900
H 2.649 1.931 -0.495
H 0.926 2.308 -0.641

=====

four:
21
Properties=species:S:1:pos:R:3 method="wB97M-V/def2-TZVPD" spin_multiplicity=1 homo_lumo_gap_ev=9.738
H 2.733 -0.423 2.201
N 3.033 0.528 2.001
C 2.545 1.060 0.959
N 1.574 0.556 0.129
C 0.936 -0.717 0.313
C 0.333 -1.321 -0.955
C -0.386 -0.355 -1.878
N -1.589 0.278 -1.343
H 2.793 2.102 0.787
H 1.535 0.963 -0.790
H 0.177 -0.604 1.093
H 1.589 -1.494 0.722
H 1.126 -1.825 -1.511
H -0.334 -2.126 -0.669
H 0.297 0.455 -2.176
H -0.577 -0.755 -2.871
H -2.215 -0.437 -0.976
H -1.327 0.863 -0.557
O -3.895 0.758 1.954
H -4.068 1.054 1.056
H -4.278 1.440 2.511

=====

Most stable one: four, least stable one: three.

=====

one:
21
Properties=species:S:1:pos:R:3 method="wB97M-V/def2-TZVPD" spin_multiplicity=1 homo_lumo_gap_ev=9.130
N 1.508 0.441 1.440
C 1.289 -0.831 0.902
N 0.745 -1.016 -0.231
C 0.351 0.021 -1.166
C -1.146 0.425 -1.017
C -2.003 -0.794 -1.549
N -2.036 -0.833 -3.023
H 1.376 0.618 2.358
H 1.614 1.344 0.944
H 1.785 -1.674 1.560
H 1.006 0.817 -1.313
H 0.407 -0.683 -2.135
H -1.460 1.251 -1.532
H -1.474 0.505 0.143
H -3.028 -0.734 -1.139
H -1.561 -1.776 -1.157
H -1.104 -0.828 -3.286
H -2.633 -0.280 -3.508
O 1.919 1.336 4.323
H 2.641 1.965 4.367
H 1.804 0.728 5.019

=====

two:
21
Properties=species:S:1:pos:R:3 method="wB97M-V/def2-TZVPD" spin_multiplicity=1 homo_lumo_gap_ev=9.171
N 0.660 -2.722 0.992
C 1.177 -1.877 0.001
N 0.619 -0.783 -0.530
N 2.559 -2.224 -0.418
H -0.357 -2.611 1.066
H 0.985 -3.704 0.949
H -0.549 -0.460 0.385
H 1.174 -0.652 0.512
H 2.534 -2.424 -1.435
H 3.026 -1.301 -0.370
C -1.167 1.273 1.124
O -1.333 -0.139 1.024
C -1.553 2.063 -0.147
C -0.631 1.935 -1.358
H -0.143 1.585 1.482
H -1.860 1.488 1.962
H -1.603 3.098 0.175
H -2.571 1.815 -0.467
H -0.718 2.762 -2.096
H -0.663 0.928 -1.829
H 0.415 1.952 -1.023

=====

Most stable one: one, least stable one: two.

=====

one:
14
Properties=species:S:1:pos:R:3 method="wB97M-V/def2-TZVPD" spin_multiplicity=1 charge=+1 homo_lumo_gap_ev=9.573
C 0.343 0.653 -0.418
N -0.114 2.051 0.657
N -0.430 0.625 -1.438
N -0.709 -1.621 0.799
P 1.621 -0.452 0.141
H -1.110 1.952 0.805
H 0.402 1.900 1.515
H -0.320 -0.076 -2.167
H -1.168 1.314 -1.564
H -1.694 -1.579 0.546
H -0.416 -2.582 0.646
H -0.660 -1.468 1.803
H 2.626 0.451 -0.259
H 1.629 -1.169 -1.064

=====

two:
14
Properties=species:S:1:pos:R:3 method="wB97M-V/def2-TZVPD" spin_multiplicity=1 charge=+1 homo_lumo_gap_ev=10.725
C -0.345 -0.099 1.033
N -0.995 -0.020 -0.085
N -0.964 -0.022 2.179
N 0.673 0.683 -2.526
P 1.437 -0.537 1.016
H -2.004 0.224 -0.028
H -0.722 0.205 -1.036
H -0.472 -0.193 3.014
H -1.893 0.264 2.389
H 0.164 1.347 -3.068
H 1.567 1.122 -2.571
H 0.799 -0.259 -3.085
H 1.472 -1.857 0.425
H 1.284 -0.860 2.344

=====

Most stable one: two, least stable one: one.